[1]
Molecular formula: C4H12OS2
Method: DFT, ωB97M-V/def2-TZVPD

## Properties
2S+1	1
DFT total energy	-28060.4775	eV
frontier orbital gap	9.405	eV
SMILES	CCSSCC.O
HOMO level	-0.326	hartree
energy relative to the best compared isomer or geometry (same formula, charge and spin)	9.0	kcal per mole

```
19
C4H12OS2 | the Open Molecules 2025 dataset | ωB97M-V/def2-TZVPD
C -1.430 0.884 0.039
C -0.082 1.436 0.505
S 0.955 0.299 1.427
S 1.436 -1.079 -0.044
C 0.295 -2.490 0.228
C -0.169 -3.257 -0.983
H -2.075 1.618 -0.442
H -1.428 0.002 -0.598
H -2.058 0.735 0.934
H 0.385 1.858 -0.385
H -0.230 2.207 1.269
H -0.541 -2.021 0.765
H 0.784 -3.134 0.956
H 0.776 -3.608 -1.426
H -0.751 -4.150 -0.756
H -0.728 -2.692 -1.723
O 1.394 4.669 -0.184
H 2.074 3.989 -0.355
H 1.394 4.736 0.772
```

These are the Löwdin partial charges, in e, on atoms 1 to 6: number 1, C, carries -0.175; number 2, C, carries -0.653; number 3, S, carries 0.497; number 4, S, carries 0.479; number 5, C, carries -0.618; number 6, C, carries -0.167

[2]
Molecular formula: C9H16N3O
Method: DFT, ωB97M-V/def2-TZVPD

## Properties
2S+1	1
DFT total energy	-16101.8542	eV
total charge	+1
frontier orbital gap	9.602	eV
SMILES	C[NH+](C)C(C)(C)n1cccnc1=O
HOMO level	-0.491	hartree
energy relative to the best compared isomer or geometry (same formula, charge and spin)	77.4	kcal per mole

```
29
C9H16N3O | the Open Molecules 2025 dataset | ωB97M-V/def2-TZVPD
C 0.787 -1.587 -2.096
N 0.427 -1.154 -0.713
C 1.279 -1.680 0.362
C 0.119 0.313 -0.570
C 1.572 1.399 -0.778
C -0.726 0.907 -1.701
N -0.573 0.449 0.709
C -0.168 1.185 1.757
C -0.937 1.302 2.881
C -2.173 0.659 2.947
N -2.547 -0.145 1.992
C -1.714 -0.351 0.920
O -1.949 -1.323 0.122
H 1.703 -1.063 -2.320
H 0.893 -2.660 -2.164
H 0.229 -1.276 -2.910
H -0.780 -1.521 -0.567
H 2.292 -1.396 0.038
H 0.839 -1.476 1.370
H 1.221 -2.783 0.442
H 2.327 1.242 -0.062
H 1.853 1.164 -1.819
H 1.304 2.400 -0.903
H -0.746 1.988 -1.552
H -0.197 0.670 -2.704
H -1.636 0.419 -1.878
H 0.783 1.665 1.865
H -0.507 1.914 3.670
H -2.973 0.735 3.660
```

These are the Löwdin partial charges, in e, on atoms 1 to 6: number 1, C, carries 0.005; number 2, N, carries -0.188; number 3, C, carries 0.002; number 4, C, carries -0.339; number 5, C, carries 0.069; number 6, C, carries -0.009

[3]
Molecular formula: C23H15CrF5N3SSbSe4
Method: DFT, ωB97M-V/def2-TZVPD

## Properties
2S+1	2
expectation value of S²	0.824
DFT total energy	-349333.8528	eV
total charge	-1
frontier orbital gap (spin up / spin down)	5.306 / 5.197	eV
HOMO level (spin up / spin down)	-0.149 / -0.149	hartree

```
53
C23H15CrF5N3SSbSe4 | the Open Molecules 2025 dataset | ωB97M-V/def2-TZVPD
Cr 0.290 -1.122 0.342
C -1.569 -3.592 -1.697
C -2.287 -2.907 -0.586
C -3.549 -3.370 -0.220
C -4.360 -2.607 0.590
C -3.905 -1.364 0.985
C -2.606 -0.993 0.680
N -1.770 -1.799 -0.024
C -2.045 0.273 1.165
C -2.803 1.298 1.713
C -2.153 2.364 2.306
C -0.776 2.353 2.400
C -0.064 1.306 1.821
N -0.706 0.358 1.123
C 1.378 1.100 1.988
C 2.107 1.865 2.886
C 3.459 1.633 3.034
C 4.053 0.716 2.197
C 3.290 0.011 1.267
C 4.016 -0.768 0.227
N 1.948 0.113 1.247
H -2.279 -4.206 -2.251
H -0.774 -4.264 -1.361
H -1.142 -2.851 -2.374
H -3.873 -4.326 -0.602
H -5.345 -2.949 0.877
H -4.530 -0.702 1.565
H -3.880 1.252 1.679
H -2.723 3.178 2.732
H -0.257 3.139 2.926
H 1.606 2.614 3.479
H 4.037 2.189 3.759
H 5.118 0.541 2.225
H 5.067 -0.478 0.231
H 3.605 -0.565 -0.761
H 3.989 -1.850 0.399
F 1.520 4.740 -4.599
C 0.932 3.684 -4.013
C 1.456 3.141 -2.854
F 2.548 3.662 -2.278
C 0.817 2.064 -2.280
F 1.347 1.533 -1.177
C -0.364 1.485 -2.774
S -1.153 0.185 -1.959
C -0.852 2.061 -3.956
F -1.968 1.587 -4.518
C -0.215 3.131 -4.555
F -0.723 3.665 -5.678
Se 0.107 -5.466 0.755
Sb 1.242 -3.333 0.905
Se 1.372 -2.005 -1.402
Se -0.044 -1.879 2.568
Se 3.408 -3.846 1.846
```

These are the Löwdin partial charges, in e, on atoms 1 to 6: number 1, Cr, carries -0.318; number 2, C, carries -0.111; number 3, C, carries -0.300; number 4, C, carries -0.002; number 5, C, carries -0.037; number 6, C, carries -0.006

What is the 2S+1 in the second record? 1

DFT total energy of number 3 (C23H15CrF5N3SSbSe4)? -349333.8528 eV

Look up the 2S+1 of the third one. 2